*w*
ORCA calculation (the ωB97M-V functional and the def2-TZVPD basis) on a 15-piece molecular cluster, H30O15 overall.

Geometry as ORCA input:
```
! RIJCOSX wB97M-V def2-TZVPD def2/J DEFGRID3
* xyz 0 1
O -0.67 -4.40 0.26
H 0.11 -4.60 0.10
H -1.14 -4.79 0.94
O 3.39 1.53 1.52
H 3.55 0.43 1.59
H 3.61 1.70 0.52
O 0.46 -1.13 2.71
H -0.09 -0.62 2.06
H 0.51 -0.47 3.48
O -0.42 -2.52 -2.08
H 0.13 -2.89 -1.40
H -0.50 -1.59 -1.81
O -2.55 -0.34 1.48
H -3.10 -0.44 0.66
H -1.69 -0.58 1.34
O -0.79 0.49 -3.32
H -1.49 -0.03 -2.90
H -0.97 1.45 -3.46
O 0.89 1.40 3.18
H 1.08 2.23 3.26
H -0.24 1.39 3.12
O -0.27 3.78 0.71
H -0.11 3.07 0.09
H -1.15 4.11 0.41
O -3.29 -1.49 -1.82
H -2.64 -2.23 -1.85
H -3.69 -1.84 -2.66
O 0.12 0.49 -0.77
H 0.56 1.18 -1.25
H 0.70 -0.24 -0.59
O 2.11 -1.35 -1.35
H 2.06 -1.37 -2.40
H 3.02 -1.44 -1.16
O -1.77 2.56 2.94
H -1.42 3.33 2.43
H -2.72 2.49 2.59
O -2.66 2.92 0.55
H -3.47 2.95 1.13
H -2.29 2.10 0.39
O 3.53 -1.59 0.82
H 4.29 -1.41 1.46
H 2.56 -1.36 1.16
O 2.41 -0.31 -3.84
H 1.82 0.41 -3.75
H 2.23 -0.99 -4.52
*
```

Values from the calculation:
**E_LUMO**: -0.0020 Ha
**HOMO**: -10.46 eV
**Gap between HOMO and LUMO**: 10.41 eV

***

*x*
ORCA calculation (the ωB97M-V functional and the def2-TZVPD basis) on a 15-piece molecular cluster, H30O15 overall.

Geometry as ORCA input:
```
! RIJCOSX wB97M-V def2-TZVPD def2/J DEFGRID3
* xyz 0 1
H 1.03 0.03 -0.23
H 0.00 0.77 -0.99
H -1.63 -3.13 1.08
H -1.21 -2.65 -0.37
H -3.11 1.66 -1.31
H -1.75 1.24 -0.83
H 1.09 -3.36 -0.51
H 1.67 -1.98 -0.56
H -1.10 -1.49 3.57
H -1.11 0.02 3.36
H -1.39 4.72 -0.58
H -2.85 4.43 -0.91
H 4.06 -0.34 -1.00
H 2.94 -0.03 -1.87
H 3.30 3.13 0.52
H 2.54 3.80 -0.74
H -4.31 -2.07 1.95
H -2.90 -1.73 1.27
H -4.25 1.38 1.49
H -3.53 2.11 0.24
H -1.33 1.12 -3.39
H -2.57 0.27 -2.64
H -2.72 -2.33 -1.99
H -3.44 -3.33 -0.89
H 4.29 -2.53 0.77
H 3.53 -1.45 0.18
H 1.93 0.65 3.47
H 2.19 1.39 2.17
H 5.12 0.70 -0.27
H 5.81 -0.75 -0.47
O 0.13 -0.16 -0.56
O -1.62 -3.37 0.10
O -2.69 0.84 -1.01
O 1.91 -2.88 -0.70
O -1.64 -0.78 3.29
O -2.18 4.20 -0.32
O 3.82 0.14 -1.84
O 2.40 3.28 0.05
O -3.83 -1.72 1.13
O -3.92 2.24 1.09
O -2.17 0.59 -3.45
O -3.44 -2.41 -1.33
O 4.43 -1.72 0.42
O 2.57 1.26 3.13
O 5.92 0.26 -0.50
*
```

Values from the calculation:
**E_LUMO**: -0.0377 Ha
**HOMO**: -10.26 eV
**Gap between HOMO and LUMO**: 9.24 eV

***

*y*
ORCA calculation (the ωB97M-V functional and the def2-TZVPD basis) on a 15-piece molecular cluster, H30O15 overall.

Geometry as ORCA input:
```
! RIJCOSX wB97M-V def2-TZVPD def2/J DEFGRID3
* xyz 0 1
O 0.26 0.50 1.27
H 0.81 -0.28 1.25
H -0.41 0.39 0.59
O -0.94 -1.01 -3.86
H -0.48 -0.58 -4.59
H -0.87 -1.99 -4.01
O -2.21 -2.36 2.43
H -1.38 -2.04 2.05
H -2.77 -2.83 1.80
O -3.12 0.49 1.08
H -3.34 -0.42 1.29
H -3.55 1.21 1.55
O -1.32 -3.86 0.47
H -1.68 -4.74 0.36
H -0.67 -3.43 -0.09
O 3.36 0.30 0.74
H 3.49 -0.07 1.62
H 4.07 0.04 0.14
O 3.37 3.57 -1.58
H 2.90 3.03 -2.22
H 2.69 4.10 -1.08
O 1.95 1.05 -1.76
H 1.97 0.08 -1.76
H 2.08 1.47 -0.91
O 1.49 -0.23 3.95
H 0.78 0.40 4.09
H 2.10 -0.57 4.58
O -2.74 0.52 -2.40
H -2.78 -0.27 -2.96
H -3.66 0.63 -2.15
O -0.86 -0.77 -0.69
H -1.66 -0.34 -1.08
H -0.36 -0.66 -1.53
O -2.45 3.41 -2.00
H -2.62 3.81 -1.10
H -2.25 2.50 -2.11
O -0.27 2.88 1.08
H 0.32 2.11 1.23
H -1.08 2.58 1.50
O 1.92 -1.89 -0.68
H 1.53 -1.13 -0.25
H 2.50 -2.48 -0.20
O 1.70 -2.22 1.87
H 2.10 -1.32 2.25
H 0.87 -1.93 2.36
*
```

Values from the calculation:
**E_LUMO**: 0.0006 Ha
**HOMO**: -10.26 eV
**Gap between HOMO and LUMO**: 10.27 eV

***

*z*
ORCA calculation (the ωB97M-V functional and the def2-TZVPD basis) on a 15-piece molecular cluster, H30O15 overall.

Geometry as ORCA input:
```
! RIJCOSX wB97M-V def2-TZVPD def2/J DEFGRID3
* xyz 0 1
H -0.60 0.27 0.36
H 0.57 -0.67 0.13
H -2.65 0.16 -2.17
H -3.70 -0.21 -1.13
H -0.42 1.68 5.00
H -0.64 2.66 3.86
H -2.42 3.61 -2.63
H -1.63 2.57 -1.85
H -3.23 1.71 4.40
H -2.15 0.65 4.52
H 4.11 -0.65 -2.15
H 3.75 0.47 -3.11
H 0.26 2.09 -3.37
H 1.31 3.12 -3.74
H 1.95 -0.12 2.28
H 1.59 1.26 2.81
H 1.75 -1.62 -3.06
H 0.32 -1.64 -2.54
H -2.27 -3.16 3.65
H -1.89 -2.05 2.68
H 1.02 -6.00 0.24
H 1.89 -4.77 0.41
H 1.50 -1.77 2.19
H 1.13 -2.58 0.95
H -1.26 3.41 -0.47
H -1.66 4.54 0.47
H 2.40 1.54 -0.11
H 3.11 2.84 0.20
H -1.30 -3.86 -2.76
H -1.61 -2.60 -3.54
O -0.14 -0.22 -0.33
O -2.91 0.33 -1.25
O -0.07 2.49 4.61
O -1.90 2.81 -2.75
O -2.33 1.58 4.71
O 3.81 -0.49 -3.05
O 1.05 2.21 -3.90
O 1.22 0.51 2.33
O 1.04 -2.23 -2.80
O -2.05 -3.00 2.72
O 0.97 -5.06 0.45
O 1.15 -2.63 1.91
O -0.97 4.28 -0.16
O 3.18 2.05 -0.35
O -1.31 -3.51 -3.66
*
```

Values from the calculation:
**E_LUMO**: -0.0213 Ha
**HOMO**: -10.40 eV
**Gap between HOMO and LUMO**: 9.82 eV

***

*z* is preferred energetically. Next in line: 0.0073 hartree higher.

***

*w*
ORCA calculation (the ωB97M-V functional and the def2-TZVPD basis) on a 15-piece molecular cluster, H30O15 overall.

Geometry as ORCA input:
```
! RIJCOSX wB97M-V def2-TZVPD def2/J DEFGRID3
* xyz 0 1
H 0.68 -0.32 -0.01
H 1.66 0.90 -0.15
H 3.42 -2.35 -3.63
H 2.48 -3.17 -2.78
H -0.19 -0.60 3.79
H 0.54 0.50 4.62
H -2.34 -0.10 1.98
H -2.57 -1.36 2.82
H 0.47 -1.25 -2.83
H -0.60 -1.76 -1.90
H 2.95 -0.48 1.09
H 2.47 -0.97 2.59
H 2.52 2.87 3.72
H 1.13 2.14 3.41
H -1.94 2.76 -1.50
H -2.04 3.35 -2.85
H -1.93 -0.68 -2.28
H -3.00 0.07 -3.09
H 2.93 -1.33 -0.98
H 3.15 -2.90 -1.26
H -2.41 -2.86 -0.64
H -2.53 -4.16 -1.38
H -1.56 2.60 0.19
H -2.67 3.59 0.36
H 2.90 2.81 1.05
H 2.18 3.79 2.08
H 0.05 1.03 -1.15
H -0.48 2.08 -2.27
H -2.17 -2.66 0.94
H -2.76 -1.44 0.29
O 1.51 -0.06 -0.22
O 3.39 -3.18 -3.13
O -0.20 -0.10 4.64
O -2.40 -0.42 2.90
O -0.51 -1.35 -2.77
O 2.26 -0.45 1.83
O 2.04 2.15 3.15
O -2.56 3.25 -2.06
O -2.00 -0.02 -2.98
O 3.45 -2.19 -0.76
O -2.57 -3.21 -1.54
O -1.72 3.48 0.51
O 2.02 3.07 1.49
O -0.10 1.14 -2.07
O -2.96 -2.23 0.78
*
```

Values from the calculation:
**E_LUMO**: -0.0322 Ha
**HOMO**: -8.66 eV
**Gap between HOMO and LUMO**: 7.79 eV

***

*x*
ORCA calculation (the ωB97M-V functional and the def2-TZVPD basis) on a 15-piece molecular cluster, H30O15 overall.

Geometry as ORCA input:
```
! RIJCOSX wB97M-V def2-TZVPD def2/J DEFGRID3
* xyz 0 1
O -15.01 8.70 3.70
H -15.38 8.25 2.94
H -14.32 8.10 3.91
O -12.66 3.65 4.01
H -11.71 3.43 3.97
H -13.04 2.83 3.85
O -9.56 6.15 3.86
H -9.32 6.88 4.45
H -9.83 5.40 4.36
O -11.52 4.13 1.03
H -11.01 4.75 0.51
H -10.94 3.85 1.74
O -10.81 7.14 6.51
H -11.53 7.39 5.87
H -10.96 6.26 6.90
O -13.12 8.33 0.64
H -13.02 8.53 1.54
H -12.42 7.75 0.53
O -12.46 9.69 3.04
H -11.90 9.15 3.57
H -12.18 10.58 3.27
O -14.94 5.00 3.13
H -14.90 5.03 2.20
H -14.30 4.42 3.41
O -14.66 5.37 0.41
H -15.29 4.96 -0.19
H -14.08 5.81 -0.24
O -13.96 2.56 1.10
H -13.57 3.38 1.21
H -14.14 2.45 0.18
O -12.95 7.46 5.00
H -13.61 7.08 5.61
H -12.83 6.94 4.18
O -12.18 6.47 2.61
H -12.26 5.66 2.08
H -11.32 6.43 3.10
O -8.80 8.36 1.84
H -9.11 7.64 2.35
H -8.08 8.72 2.42
O -8.64 5.62 1.02
H -8.94 5.26 1.86
H -8.36 4.82 0.57
O -10.25 8.84 4.05
H -9.86 8.99 3.19
H -9.67 9.13 4.73
*
```

Values from the calculation:
**E_LUMO**: -0.0284 Ha
**HOMO**: -9.57 eV
**Gap between HOMO and LUMO**: 8.79 eV

***

*x* is preferred energetically. Next in line: 0.2841 hartree higher.